1.
Below is 10 unconnected molecules or ions with the total composition C19H14Cl37FN3O5PS at a distorted geometry, with properties calculated with the ωB97M-V functional and the def2-TZVPD basis.

XYZ file:
```
81
Properties=species:S:1:pos:R:3:forces:R:3:lowdin_charge:R:1
N -1.3339 1.6981 3.2384 -0.5506 -0.1448 0.2366 0.163
N -2.1775 1.1780 2.2514 -0.2405 0.3178 -0.1776 -0.134
C -3.4497 1.0016 2.2963 0.4085 -0.2665 0.1273 0.025
C -3.9525 0.4598 0.9926 -0.3035 1.0226 0.3184 -0.193
C -5.3927 0.8766 0.7315 -0.3471 -0.0564 0.0651 -0.377
O -5.7340 1.6084 -0.1348 -0.0273 0.0917 -0.1714 0.127
N -6.3652 0.2859 1.6375 1.0463 -0.6048 -0.1108 0.182
C -6.9704 -0.8676 1.1200 -0.3101 0.2687 0.0653 -0.523
O -7.0205 -1.2270 0.0024 -0.1748 -0.0431 -0.0565 0.210
F -7.5293 -1.5433 2.1441 0.1481 0.1096 -0.0925 0.079
C -2.8504 1.0223 0.0589 -0.5181 -0.0522 0.5820 -0.352
P -3.0479 2.8691 -0.0941 0.7440 0.0653 -0.8133 0.824
O -1.8183 3.6432 -0.3750 -0.0324 -0.1263 0.6531 -0.476
C -2.8885 0.4437 -1.3998 -0.3552 -0.7259 0.3294 -0.727
O -2.2742 1.1333 -2.2065 0.1339 0.4321 -0.4029 0.015
O -3.5347 -0.6082 -1.4673 0.0594 -0.1565 -0.0996 0.022
C -1.6247 0.6955 0.9266 0.2703 -0.5897 -0.0680 -0.545
S -1.4334 -1.1606 1.2558 -0.1891 -0.0137 -0.5209 0.934
C -0.2561 1.2066 0.5297 0.4468 0.3452 0.3039 -0.191
C 0.2903 0.5113 -0.7348 0.0078 -0.2138 -0.1144 -0.255
C 1.5492 -0.2954 -0.4257 -0.0190 0.1534 0.3028 -0.635
Cl 1.7624 -1.6647 -1.5362 -0.0127 -0.1335 -0.1750 0.556
H -1.3600 2.7134 3.1503 0.2875 -0.0257 -0.1806 0.132
H -1.7407 1.4597 4.1400 0.1689 -0.0213 0.0970 0.020
H -4.0200 1.2754 3.1781 0.0956 -0.0207 0.0729 0.166
H -3.9613 -0.6364 0.9688 0.3216 -0.0358 -0.0347 0.142
H -5.8998 0.0093 2.4985 -0.3888 0.1398 0.2235 0.129
H -3.6094 3.2581 1.1558 -0.3234 -0.1270 -0.0848 0.035
H -4.0671 3.0335 -1.0205 -0.1822 -0.0512 0.0090 0.013
H -1.1076 -0.9850 2.5402 0.2085 0.0705 0.1132 -0.141
H 0.4229 0.9699 1.3535 -0.0865 0.0751 0.1274 0.102
H -0.2516 2.2890 0.4125 -0.2033 0.0231 -0.1111 0.095
H -0.4379 -0.1713 -1.1672 -0.0850 0.0516 0.0203 0.077
H 0.4844 1.2484 -1.5117 -0.0500 0.0174 -0.0114 0.124
H 1.4858 -0.7383 0.5667 0.0157 0.0101 0.0064 0.042
H 2.4530 0.3127 -0.4751 -0.0155 -0.0855 -0.0162 0.002
C 4.9294 3.5514 -0.4880 0.0720 -0.0048 -0.0403 -2.033
Cl 5.6614 4.3964 0.8784 0.0049 0.0102 0.0120 0.539
Cl 5.9640 2.2197 -0.9937 0.0845 -0.0196 0.0798 0.511
Cl 3.3566 2.8993 0.0140 0.0229 -0.0539 0.0323 0.506
Cl 4.7081 4.6670 -1.8312 0.1182 -0.0309 -0.0184 0.531
C 0.4244 6.3982 -1.8803 -0.1258 -0.0697 -0.0685 -2.040
Cl 1.5330 5.2960 -1.0537 -0.2176 0.0969 0.0293 0.474
Cl 0.0489 7.7609 -0.8150 -0.0001 0.0370 0.0317 0.515
Cl 1.2065 7.0062 -3.3471 0.0544 0.0387 -0.0310 0.517
Cl -1.0466 5.5392 -2.2941 0.1630 0.2682 -0.2265 0.582
C -7.8708 4.0423 -2.3947 0.0051 -0.0142 0.0207 -2.061
Cl -8.0221 2.2980 -2.2519 -0.0563 -0.0405 -0.0655 0.555
Cl -8.5318 4.8154 -0.9448 0.0011 0.0109 0.0232 0.509
Cl -6.1661 4.4784 -2.5616 0.0379 0.0205 -0.0117 0.528
Cl -8.7576 4.6104 -3.8120 -0.0138 0.0102 -0.0153 0.525
C 4.6895 -0.5814 -4.4341 0.0132 -0.0492 0.0176 -2.036
Cl 4.0979 -0.1129 -6.0255 0.0076 0.0226 0.0026 0.553
Cl 3.9686 0.4371 -3.1942 -0.1325 0.1382 -0.1320 0.498
Cl 4.2913 -2.2732 -4.1284 0.0059 -0.0310 0.0049 0.524
Cl 6.4504 -0.3856 -4.3677 -0.1617 0.2811 -0.0425 0.478
C 10.0160 -3.5091 -4.1083 0.0189 0.0379 -0.0027 -2.045
Cl 9.3561 -5.1288 -4.3286 -0.0448 -0.0303 -0.0337 0.510
Cl 10.6400 -3.3438 -2.4623 0.0096 0.0056 0.0292 0.513
Cl 11.3269 -3.2437 -5.2617 0.0104 0.0060 -0.0074 0.530
Cl 8.7384 -2.3177 -4.3693 0.1854 -0.2623 0.0137 0.486
C 10.5818 -8.4933 -2.5620 -0.0088 0.0143 -0.0170 -2.069
Cl 11.1720 -9.8874 -1.6540 0.0051 -0.0167 0.0114 0.525
Cl 8.8196 -8.4250 -2.4572 -0.0333 0.0002 -0.0001 0.515
Cl 11.2650 -7.0137 -1.8906 0.0568 0.0083 0.0623 0.505
Cl 11.0614 -8.6459 -4.2545 0.0085 -0.0042 -0.0308 0.518
C 5.9178 -1.4463 0.8916 0.0181 -0.0367 -0.0161 -2.047
Cl 5.4852 -1.5500 -0.8100 0.0289 -0.0232 0.0318 0.505
Cl 7.3833 -0.4808 1.0867 0.0302 0.0159 -0.0079 0.520
Cl 4.5938 -0.6808 1.7859 -0.0220 0.0394 0.0169 0.519
Cl 6.1991 -3.0673 1.5343 -0.0199 -0.0163 0.0157 0.532
C -1.2326 -0.7032 6.7355 0.0186 -0.0506 -0.0507 -2.053
Cl -2.3639 -2.0187 6.4325 -0.0183 -0.0156 -0.0139 0.539
Cl -0.5391 -0.8559 8.3393 0.0060 0.0041 0.0063 0.561
Cl 0.0439 -0.7254 5.5162 0.0238 -0.0064 -0.0170 0.537
Cl -2.1050 0.8467 6.6229 -0.0676 0.0735 0.0297 0.521
C -9.9275 -4.3367 3.3022 -0.0020 0.0119 -0.0010 -2.067
Cl -10.8134 -5.8617 3.3635 -0.0083 -0.0184 0.0013 0.525
Cl -9.2888 -4.0800 1.6835 -0.0380 -0.0795 -0.0670 0.549
Cl -11.0125 -3.0089 3.7278 -0.0148 0.0235 0.0084 0.520
Cl -8.5909 -4.3905 4.4616 0.0266 -0.0007 0.0239 0.509
```
Positions in Å, forces in eV/Å.

Calculated values
HOMO level: -8.8 eV
Charge: 0
2S+1: 1
Lowest unoccupied orbital energy: -0.0764 Eh
Gap between HOMO and LUMO: 0.24861 Ha

---

2.
Below is 2 unconnected molecules or ions with the total composition C19H14Cl3N2O5 at a distorted geometry, with properties calculated with the ωB97M-V functional and the def2-TZVPD basis.

XYZ file:
```
43
Properties=species:S:1:pos:R:3:forces:R:3:lowdin_charge:R:1
C -5.1915 -2.3232 0.6357 -0.0815 -0.4839 -0.1614 -0.072
C -4.3255 -1.5156 1.5630 -0.3768 -0.1874 -0.4529 -0.218
O -3.7660 -0.4482 0.7615 0.3936 0.3639 0.5964 0.007
C -2.8097 0.2051 1.4352 0.3828 -0.1194 0.7728 -0.515
C -2.0734 1.2404 0.5776 -0.9775 -0.0344 0.3728 -0.544
C -1.6218 2.4766 1.3019 0.5017 1.0081 0.4426 -0.233
C -1.1119 2.3768 2.6074 -0.3252 -0.1953 -0.3190 -0.018
C -0.4843 3.4308 3.2289 0.0068 1.2097 -0.0512 0.027
C -0.3809 4.6553 2.5429 -0.6379 -1.6090 -1.3419 -0.152
N 0.2998 5.7563 3.1371 1.6347 2.3631 1.2208 -0.324
O 0.4761 6.7969 2.4637 -0.4628 -1.8806 1.1041 0.046
O 0.7162 5.6370 4.3092 -0.8084 0.0970 -1.9329 0.048
C -0.8686 4.7783 1.2215 0.1757 0.3982 0.8256 0.018
C -1.5134 3.7117 0.6234 -0.2988 -1.0284 0.4653 -0.011
O -2.5181 -0.0673 2.5835 -0.3970 0.2246 -0.8913 0.078
H -5.7969 -3.0164 1.2206 -0.0250 -0.0288 0.0021 0.076
H -5.8654 -1.7211 0.0193 0.1606 0.0606 0.1880 0.081
H -4.5536 -2.9212 -0.0183 -0.1444 0.0803 -0.1151 0.083
H -4.9002 -1.1016 2.3990 0.2818 0.0693 -0.1329 0.129
H -3.4977 -2.1203 1.9387 -0.1852 0.1213 0.1592 0.129
H -2.7088 1.4665 -0.2836 0.3142 0.0242 0.0230 0.120
H -1.2514 1.4468 3.1354 0.2735 0.0247 -0.0324 0.105
H -0.0888 3.3463 4.2387 -0.1016 0.0185 -0.2834 0.123
H -0.7324 5.7244 0.7029 -0.0947 -0.2282 0.1376 0.119
H -1.9708 3.7904 -0.3579 0.3260 0.1419 -0.0240 0.120
Cl -0.6082 0.4205 0.0524 0.5484 -0.4390 -0.6336 0.787
C 1.3027 -1.4581 -2.9788 2.1647 1.7822 1.4373 -0.696
Cl 0.1691 -0.6365 -3.9254 -1.3053 0.7564 -0.1831 0.634
C 2.5017 -0.7110 -2.5078 -0.5426 -1.4485 -0.0725 -0.434
O 2.5298 0.4679 -2.2047 0.2327 0.5996 -0.5458 0.002
C 3.6616 -1.6633 -2.3716 -0.8429 -0.5323 -0.1052 -0.171
C 3.4194 -3.0544 -2.1203 -0.8704 0.0005 -0.6232 -0.203
C 4.4976 -3.9416 -2.3209 0.2620 0.1660 0.0348 -0.061
C 5.7364 -3.4346 -2.6766 -0.1269 0.5223 0.1738 -0.096
C 5.8744 -2.0395 -2.8372 -0.4731 -0.1578 0.4786 -0.172
N 4.8576 -1.1941 -2.6641 1.3263 0.1456 -0.5094 0.103
C 2.0565 -3.4252 -1.8778 0.8844 0.9759 0.3772 -0.704
Cl 1.7058 -5.0344 -1.4255 -0.3521 -1.0226 0.6197 0.617
C 1.0301 -2.5366 -2.1698 0.1219 -1.2399 -0.5252 -0.177
H 4.3379 -5.0150 -2.2530 0.0062 0.1766 0.1491 0.079
H 6.6101 -4.0705 -2.8069 -0.2495 -0.0053 -0.0968 0.085
H 6.8346 -1.5980 -3.1030 -0.1416 -0.0794 0.0394 0.085
H 0.0219 -2.6804 -1.7965 -0.1766 -0.6101 -0.5869 0.100
```
Positions in Å, forces in eV/Å.

Calculated values
HOMO level: -2.9 eV
Charge: -1
2S+1: 1
Lowest unoccupied orbital energy: 0.0283 Eh
Gap between HOMO and LUMO: 0.13632 Ha

---

3.
Below is a molecular structure, C19H14ClMgN5O4S2, with properties calculated with the ωB97M-V functional and the def2-TZVPD basis.

XYZ file:
```
46
Properties=species:S:1:pos:R:3:forces:R:3:lowdin_charge:R:1
Mg -1.2252 -0.5398 0.3397 -0.0073 -0.2494 0.0128 0.525
C -0.1704 -3.8854 4.9148 -0.0119 -0.0004 0.0655 -0.410
S -0.2236 -4.3411 3.1742 -0.0185 0.0191 0.0008 0.853
C -0.4907 -2.8138 2.3863 0.0217 -0.0523 -0.0464 -1.141
S -0.6081 -2.9229 0.6789 0.0302 0.0871 -0.0102 0.578
N -0.5673 -1.7498 3.1601 0.0354 -0.0050 0.0610 -0.075
N -0.7687 -0.6125 2.4573 -0.1189 0.1375 -0.0056 -0.084
C -0.7933 0.4930 3.0973 0.0182 -0.0378 0.0216 -0.056
C -0.9773 1.7239 2.3214 0.0134 0.0469 -0.0445 -0.244
C -0.9392 2.9797 2.9109 -0.0198 -0.0070 -0.0085 -0.004
C -1.0817 4.1000 2.1080 -0.0027 -0.0111 0.0016 -0.040
C -1.2593 3.9384 0.7434 -0.0073 -0.0026 -0.0160 -0.036
C -1.2941 2.6508 0.2335 -0.0935 0.0085 0.0209 -0.099
N -1.1579 1.5715 0.9982 0.0622 -0.0843 -0.0759 0.052
H -0.0876 -4.8243 5.4603 0.0130 -0.0021 -0.0043 0.029
H -1.0818 -3.3717 5.2076 -0.0060 -0.0094 -0.0153 0.033
H 0.6878 -3.2559 5.1339 0.0047 0.0030 -0.0281 0.033
H -0.6644 0.5316 4.1756 0.0292 -0.0047 -0.0057 0.133
H -0.7973 3.0682 3.9792 0.0019 -0.0024 0.0056 0.119
H -1.0545 5.0895 2.5443 0.0025 0.0035 -0.0005 0.116
H -1.3745 4.7844 0.0819 -0.0013 0.0090 0.0043 0.112
H -1.4443 2.4690 -0.8243 0.0004 -0.0034 -0.0081 0.125
O -2.9721 -0.8481 -5.1336 0.0035 0.0210 -0.0135 0.133
C -1.7348 -0.3991 -5.1640 -0.0162 0.0224 0.0062 -0.509
O -1.1895 -0.0570 -6.1827 0.0031 -0.0151 -0.0082 0.076
C -1.0063 -0.3299 -3.8564 0.1242 -0.1617 0.0217 -0.032
C 0.3470 -0.0622 -3.7231 -0.0375 0.1445 -0.0287 -0.561
Cl 1.4837 0.3401 -4.9126 0.0422 -0.0240 0.0378 0.840
N 0.6611 -0.0707 -2.4055 -0.0705 -0.1610 0.0062 -0.048
N -0.4433 -0.3172 -1.6768 -0.1030 -0.0166 0.1405 0.080
C -1.4421 -0.4973 -2.5252 -0.0706 0.2687 -0.1270 -0.105
C -2.8126 -0.7819 -1.9326 0.0976 0.0150 -0.1034 -0.552
O -3.6769 -1.2295 -2.6827 -0.1369 0.1146 0.0451 0.077
O -2.9153 -0.5238 -0.6958 0.1768 -0.0912 0.0946 -0.062
C 1.9210 0.0101 -1.7385 0.0870 0.0809 0.0306 -0.184
C 3.0470 -0.6063 -2.2607 -0.0081 -0.1199 0.0436 -0.030
C 4.2414 -0.5403 -1.5592 0.0101 -0.0067 -0.0144 -0.062
C 4.3128 0.1193 -0.3420 -0.0341 0.0026 -0.0099 -0.074
C 3.1757 0.7206 0.1769 -0.0091 -0.0147 0.0057 -0.064
C 1.9799 0.6724 -0.5208 0.0536 0.1397 -0.0004 -0.014
H -3.2835 -1.0588 -4.2020 -0.0070 -0.0364 0.0101 0.060
H 2.9968 -1.1626 -3.1841 -0.0434 0.0216 -0.0309 0.097
H 5.1161 -1.0286 -1.9669 0.0118 0.0041 0.0098 0.110
H 5.2464 0.1584 0.2024 0.0040 -0.0027 0.0002 0.107
H 3.2127 1.2352 1.1278 0.0200 0.0031 0.0006 0.108
H 1.1083 1.1743 -0.1243 -0.0432 -0.0306 -0.0413 0.089
```
Positions in Å, forces in eV/Å.

Calculated values
HOMO level: -8.4 eV
Charge: 0
2S+1: 1
Lowest unoccupied orbital energy: -0.0471 Eh
ΔE to the lowest compared entry with this formula, charge and spin: 0.1148 eV
Gap between HOMO and LUMO: 0.26334 Ha

---

4.
Below is a molecular structure, C19H14CrIN2O8S at a distorted geometry, with properties calculated with the ωB97M-V functional and the def2-TZVPD basis.

XYZ file:
```
46
Properties=species:S:1:pos:R:3:forces:R:3:mulliken_spin:R:1
Cr 0.1676 0.2289 -0.4243 0.9978 -0.2405 2.1762 3.053
O -0.5384 -3.1128 4.5148 0.0335 0.0776 0.1492 0.004
C -0.5342 -2.2697 3.4749 -0.0531 0.2137 -0.3809 0.015
C -1.3780 -2.4315 2.3696 -0.0920 -0.1034 0.0884 -0.012
C -1.2267 -1.5749 1.3064 0.0852 0.0479 -0.3213 0.022
N -0.3026 -0.6196 1.3040 -0.4682 -0.8134 1.0777 -0.089
C 0.4308 -0.3892 2.3910 0.0480 0.2133 -0.2317 0.020
C 0.3514 -1.1849 3.5052 0.0274 -0.0361 0.1991 -0.010
C 1.3190 0.8143 2.1215 -0.0022 -0.3178 0.2763 0.015
O 2.1270 1.2280 2.9124 -0.0819 0.0246 -0.0833 0.010
O 1.0681 1.2714 0.9250 -0.2236 0.7516 -0.7065 -0.048
C -1.9944 -1.5441 -0.0118 -0.0246 -0.2409 0.5089 -0.001
O -2.9418 -2.2547 -0.2198 0.1139 0.0765 -0.0608 0.008
O -1.4733 -0.6371 -0.7913 -0.4205 0.2960 -0.6608 -0.009
H -1.1766 -3.8214 4.3769 -0.0533 -0.0123 -0.0079 0.000
H -2.1342 -3.2056 2.3281 0.0076 -0.0178 -0.0340 0.000
H 0.9610 -0.9890 4.3760 0.0563 0.0090 -0.0379 0.000
I 3.8104 1.4604 -1.0112 -0.1193 -0.1331 0.0406 0.000
C 3.5854 -0.3782 -0.0433 -0.4194 -0.3809 0.1483 0.014
C 4.7419 -0.9566 0.4668 -0.0706 0.1169 -0.0713 0.000
C 4.6483 -2.1664 1.1257 0.0806 -0.0299 0.0434 -0.001
C 3.4127 -2.7743 1.2411 -0.0852 -0.1337 0.0266 0.001
C 2.3161 -2.1370 0.6993 -0.0993 0.0717 -0.2719 -0.007
N 2.3793 -0.9569 0.0762 0.3906 0.6153 -0.2263 -0.034
H 5.6874 -0.4503 0.3461 0.0198 -0.0101 0.0205 0.000
H 5.5311 -2.6306 1.5444 0.0253 0.0095 -0.0153 0.000
H 3.2932 -3.7266 1.7374 -0.0024 -0.0113 -0.0012 0.000
H 1.3300 -2.5859 0.7383 0.0408 -0.0644 0.0688 0.010
C 2.3109 3.1074 -7.7388 -0.0265 -0.1126 -0.0221 0.000
C 1.9740 2.1118 -6.6639 0.0483 0.0526 0.1052 -0.001
C 2.9759 1.5617 -5.8692 -0.0604 -0.0506 -0.0251 0.000
C 2.6664 0.6921 -4.8358 0.0395 -0.1049 -0.0239 -0.003
C 1.3400 0.3798 -4.5925 -0.0853 0.1544 0.3833 0.012
C 0.3251 0.8905 -5.3860 -0.0506 -0.0951 -0.0251 -0.006
C 0.6505 1.7433 -6.4261 -0.0090 -0.0497 -0.0193 0.000
S 0.9302 -0.5134 -3.1241 0.1855 -0.5614 -0.3089 -0.010
O 2.1169 -1.1687 -2.6383 0.0588 0.1891 -0.2670 0.009
O -0.2221 -1.3400 -3.3193 -0.0500 0.1565 -0.3849 0.002
O 0.5487 0.6401 -2.1574 0.2269 0.1539 -1.0669 0.037
H 3.2915 3.5459 -7.5621 0.0000 0.0376 -0.0334 0.000
H 1.5689 3.9047 -7.7654 0.0247 0.0320 -0.0391 0.000
H 2.3266 2.6325 -8.7216 -0.0058 0.0084 -0.0147 0.000
H 4.0107 1.8256 -6.0490 0.0086 0.0152 -0.0257 0.000
H 3.4354 0.2467 -4.2205 0.0262 0.0863 0.0625 0.000
H -0.6989 0.6091 -5.1768 -0.0248 0.0652 -0.0332 0.000
H -0.1343 2.1393 -7.0588 -0.0171 0.0450 0.0255 0.000
```
Positions in Å, forces in eV/Å.

Calculated values
HOMO level (spin up / spin down): -9.2 / -9.2 eV
Charge: 0
2S+1: 4
Lowest unoccupied orbital energy (spin up / spin down): -0.0519 / -0.0268 Eh
ΔE to the lowest compared entry with this formula, charge and spin: 0.8373 eV
Gap between HOMO and LUMO (spin up / spin down): 0.28637 / 0.31153 Ha

---

Sequential E output: -19139.1956 -2598.6545 -2764.0163 -3184.3260 Eh